1.
{
  "formula": "C2H4OS2",
  "method": "ωB97M-V/def2-TZVPD",
  "gap_ev": 8.791,
  "smiles": "S[C@H]1O[C@@H]1S",
  "homo_ev": -8.06,
  "relative_energy_kcal_mol": 71.95,
  "symbols": ["S", "C", "O", "C", "S", "H", "H", "H", "H"],
  "coordinates": [[2.1472, 0.5111, -0.0522], [0.6706, -0.2741, -0.7628], [-0.1267, -1.2377, -0.2186], [-0.7464, -0.1452, 0.3565], [-2.3590, 0.3554, -0.2055], [2.7006, -0.6293, 0.5116], [0.3931, -0.0080, -1.7892], [-0.5472, 0.0939, 1.5000], [-2.1322, 1.3339, 0.6602]]
}

---

2.
{
  "formula": "C2H4OS2",
  "method": "ωB97M-V/def2-TZVPD",
  "gap_ev": [7.748, 8.052],
  "multiplicity": 3,
  "homo_ev": [-7.39, -9.90],
  "relative_energy_kcal_mol": 15.00,
  "symbols": ["C", "C", "O", "S", "S", "H", "H", "H", "H"],
  "coordinates": [[-0.0957, -0.4474, -0.3796], [-1.2815, 0.0325, 0.2728], [3.1056, 0.9423, -0.5966], [1.2289, -1.3442, 0.3001], [2.0138, 0.6251, 0.3281], [-0.1429, -0.4030, -1.4587], [-1.5287, -0.5808, 1.0666], [-2.1509, 0.1996, -0.2335], [-1.1486, 0.9761, 0.7008]]
}

---

3.
{
  "formula": "C2H4OS3",
  "method": "ωB97M-V/def2-TZVPD",
  "gap_ev": [7.100, 6.979],
  "smiles": "CC(=S)[S@H](=O)=S",
  "homo_ev": [-9.35, -9.29],
  "relative_energy_kcal_mol": 113.61,
  "symbols": ["C", "C", "S", "S", "O", "S", "H", "H", "H", "H"],
  "coordinates": [[1.2504, 0.8033, -0.0519], [0.3735, -0.3579, -0.0600], [0.7185, -2.2527, 0.5425], [-1.3621, -0.3051, -0.3240], [-1.5769, 0.1813, -1.6446], [-2.0948, 0.4943, 1.3621], [2.3946, 0.4195, -0.0151], [1.2184, 1.0783, 1.0275], [0.9023, 1.6311, -0.6866], [-1.8238, -1.6920, -0.1499]]
}

---

4.
{
  "formula": "C2H4OS3",
  "method": "ωB97M-V/def2-TZVPD",
  "gap_ev": 6.740,
  "homo_ev": -8.77,
  "relative_energy_kcal_mol": 52.28,
  "symbols": ["C", "C", "O", "S", "S", "S", "H", "H", "H", "H"],
  "coordinates": [[-0.7885, 0.6458, -0.4362], [0.3149, 0.0996, 0.4599], [-2.9747, -0.7946, -1.4351], [-4.0631, -0.1250, 1.0214], [-1.3554, 2.1155, -0.1834], [-4.0730, 0.0143, -0.8990], [-1.1707, -0.1773, -0.9106], [-0.2943, -0.0577, 1.2938], [1.2285, 0.6659, 0.6856], [0.6406, -0.8510, -0.0087]]
}

---

5.
{
  "formula": "C2H4OSc",
  "method": "ωB97M-V/def2-TZVPD",
  "charge": 2,
  "gap_ev": [7.987, 8.709],
  "multiplicity": 2,
  "homo_ev": [-19.26, -19.93],
  "symbols": ["O", "Sc", "C", "C", "H", "H", "H", "H"],
  "coordinates": [[-1.2839, 0.7020, 0.2556], [-2.9463, 0.5474, -1.0684], [-0.0872, 0.5324, 0.3926], [0.8003, -0.4260, -0.2472], [0.3895, -1.4404, -0.1333], [0.9767, -0.1893, -1.3004], [0.5154, 0.6805, 1.4542], [1.6354, -0.4065, 0.6470]]
}

---

6.
{
  "formula": "C2H4P2",
  "method": "ωB97M-V/def2-TZVPD",
  "gap_ev": [6.448, 6.447],
  "smiles": "C=C[PH]#P",
  "homo_ev": [-7.91, -7.91],
  "relative_energy_kcal_mol": 64.90,
  "symbols": ["C", "C", "P", "P", "H", "H", "H", "H"],
  "coordinates": [[1.1863, 0.3150, -0.0431], [0.3740, -0.7084, 0.2581], [-1.3162, 0.0024, 0.4909], [-2.7096, -0.6793, -0.8698], [2.1879, 0.3569, -0.5114], [0.7693, 1.1634, 0.4894], [0.2237, -1.7675, -0.1573], [-0.7153, 1.3175, 0.3431]]
}

---

7.
{
  "formula": "C2H4P2S2",
  "method": "ωB97M-V/def2-TZVPD",
  "gap_ev": 7.966,
  "smiles": "PCP=C1SS1",
  "homo_ev": -8.35,
  "relative_energy_kcal_mol": 70.95,
  "symbols": ["P", "C", "P", "C", "S", "S", "H", "H", "H", "H"],
  "coordinates": [[0.2447, -0.8202, -1.9404], [-0.5974, -0.7781, -0.2975], [-0.8145, 1.0302, 0.0810], [0.4017, 1.1475, 1.2671], [0.9605, 1.8829, 2.7069], [0.9637, -0.1764, 2.4000], [-0.7302, 0.0877, -2.2939], [1.2104, 0.2427, -1.8205], [-1.4897, -1.2299, -0.7118], [-0.1492, -1.3864, 0.6091]]
}

---

8.
{
  "formula": "C2H4P2S4",
  "method": "ωB97M-V/def2-TZVPD",
  "gap_ev": 8.244,
  "homo_ev": -8.50,
  "relative_energy_kcal_mol": 0.00,
  "symbols": ["C", "C", "P", "P", "S", "S", "S", "S", "H", "H", "H", "H"],
  "coordinates": [[-0.4548, -1.0008, -0.2080], [0.8828, 1.1552, -0.4766], [0.7652, -0.3768, -1.6554], [0.1651, 0.2741, 1.0539], [2.3711, -1.4018, -0.7443], [1.9530, -1.0934, 1.2628], [-2.2534, -0.9854, -0.4104], [2.5235, 1.9770, -0.4341], [-0.0736, -2.0462, 0.1825], [0.1008, 2.0124, -0.8098], [-2.5174, 0.2708, -0.8325], [3.1536, 0.7346, -0.3555]]
}

---

9.
{
  "formula": "C2H4S2",
  "method": "ωB97M-V/def2-TZVPD",
  "gap_ev": 8.748,
  "homo_ev": -8.59,
  "relative_energy_kcal_mol": 59.33,
  "symbols": ["C", "C", "S", "S", "H", "H", "H", "H"],
  "coordinates": [[-0.6498, 0.6947, -0.1336], [-1.3228, -0.3507, 0.6297], [2.5527, -0.4605, -1.1084], [0.7521, 0.8691, -0.8648], [-0.8001, -1.2947, 0.6572], [-1.6351, 0.1464, 1.5234], [-2.1907, -0.3394, -0.0400], [3.2937, 0.7350, -0.6634]]
}

---

10.
{
  "formula": "C2H4S3",
  "method": "ωB97M-V/def2-TZVPD",
  "gap_ev": [7.105, 7.106],
  "homo_ev": [-7.85, -7.85],
  "relative_energy_kcal_mol": 24.28,
  "symbols": ["C", "C", "S", "S", "S", "H", "H", "H", "H"],
  "coordinates": [[0.2209, 0.5211, 0.0108], [-0.6063, -0.7092, -0.0376], [1.9357, 0.5264, 0.1165], [2.6094, -1.2838, -0.0208], [-0.3852, 2.0820, -0.1356], [-0.3958, -1.4479, 0.7948], [-0.0985, -1.1466, -0.8079], [-1.7007, -0.5524, -0.3080], [-1.5795, 2.0105, 0.3877]]
}

---

11.
{
  "formula": "C2H4S3",
  "method": "ωB97M-V/def2-TZVPD",
  "gap_ev": 7.321,
  "smiles": "CC1(S)SS1",
  "homo_ev": -8.24,
  "relative_energy_kcal_mol": 39.80,
  "symbols": ["C", "C", "S", "S", "S", "H", "H", "H", "H"],
  "coordinates": [[0.8247, 0.5548, -0.3232], [-0.2965, -0.3501, -0.2225], [-0.0580, -1.9760, 0.1616], [-1.7535, 0.1841, -1.0828], [-1.7632, 0.9615, 0.8569], [1.7031, 0.2193, -0.8101], [1.1006, 0.8904, 0.7448], [0.4270, 1.4620, -0.8422], [-0.1844, -1.9459, 1.5175]]
}

---

12.
{
  "formula": "C2H5BBrClN",
  "method": "ωB97M-V/def2-TZVPD",
  "charge": -1,
  "gap_ev": 8.588,
  "homo_ev": -5.06,
  "symbols": ["N", "C", "C", "B", "Cl", "Br", "H", "H", "H", "H", "H"],
  "coordinates": [[1.9356, 1.0835, 0.0618], [1.3272, 0.0262, -0.3207], [0.1300, -0.6542, 0.3706], [-1.2742, -0.0363, -0.2639], [-1.2243, 1.8327, -0.4704], [-2.8441, -0.4765, 0.9295], [1.4495, 1.3695, 0.9191], [1.6795, -0.4370, -1.2633], [0.1671, -0.6083, 1.4758], [0.1543, -1.7220, 0.0556], [-1.3795, -0.4916, -1.3667]]
}

---

13.
{
  "formula": "C2H5Br2OP",
  "method": "ωB97M-V/def2-TZVPD",
  "gap_ev": [6.531, 8.770],
  "multiplicity": 3,
  "homo_ev": [-6.71, -10.40],
  "relative_energy_kcal_mol": 0.00,
  "symbols": ["C", "C", "O", "P", "Br", "Br", "H", "H", "H", "H", "H"],
  "coordinates": [[-1.0240, 1.1422, -1.2524], [0.9096, 0.5072, 0.0844], [0.1675, 0.3968, -1.0025], [0.1182, -1.6797, 2.2123], [2.2704, -2.3706, 2.2540], [-0.9189, -3.1519, 0.8630], [-0.8525, 2.0230, -1.8900], [-1.4733, 1.5263, -0.4080], [-1.7963, 0.4745, -1.7313], [1.9366, 0.1837, -0.1336], [0.6627, 0.9485, 1.0040]]
}

---

14.
{
  "formula": "C2H5Br5Si2",
  "method": "ωB97M-V/def2-TZVPD",
  "gap_ev": [6.482, 6.483],
  "homo_ev": [-8.15, -8.15],
  "relative_energy_kcal_mol": 50.83,
  "symbols": ["C", "C", "Si", "Si", "Br", "Br", "Br", "Br", "Br", "H", "H", "H", "H", "H"],
  "coordinates": [[2.1672, -0.4976, 0.1105], [1.1657, 0.3077, -0.7872], [-0.0648, 1.4202, 0.0957], [-2.3992, -1.0187, 0.2231], [0.2825, 2.0650, 2.2593], [-1.1137, 3.2084, -0.7545], [-2.5839, -2.3896, -1.5676], [-4.0480, 0.7074, 0.1785], [-2.5814, -2.2965, 2.0427], [1.5231, -0.8668, 0.8688], [2.5270, -1.1975, -0.6057], [2.9269, 0.0290, 0.6390], [0.4136, -0.4028, -1.2733], [1.7850, 0.9318, -1.4294]]
}

---

15.
{
  "formula": "C2H5BrClFP2",
  "method": "ωB97M-V/def2-TZVPD",
  "gap_ev": [6.998, 8.045],
  "homo_ev": [-8.01, -8.64],
  "relative_energy_kcal_mol": 83.23,
  "symbols": ["C", "C", "F", "P", "P", "Cl", "Br", "H", "H", "H", "H", "H"],
  "coordinates": [[1.0974, -1.4971, -0.8292], [-0.2348, 0.6668, -0.0839], [-0.1649, 1.5339, -1.0521], [-1.6364, -0.6616, -0.0261], [0.5974, 0.7732, 1.4392], [1.1530, -2.5160, 0.5479], [2.8311, -0.5985, -1.1951], [0.9653, -1.9410, -1.7825], [-2.7017, 0.2831, -0.0398], [-2.1391, -0.8074, -1.3443], [0.1939, -0.5479, 1.9570], [1.8908, 0.4742, 0.8199]]
}

---

16.
{
  "formula": "C2H5BrClN",
  "method": "ωB97M-V/def2-TZVPD",
  "gap_ev": 8.638,
  "homo_ev": -9.52,
  "relative_energy_kcal_mol": 90.34,
  "symbols": ["C", "C", "N", "Cl", "Br", "H", "H", "H", "H", "H"],
  "coordinates": [[0.1247, -0.0167, 2.3830], [-0.0321, -0.5136, -0.9075], [0.7956, 0.9691, 2.4054], [2.0195, 1.5186, 0.7904], [-0.3855, -2.4123, -1.2790], [-0.0429, -0.6166, 1.5014], [1.0028, -0.2740, -0.6357], [-0.2091, -0.1697, -1.9787], [-0.8716, -0.2225, -0.1619], [0.9003, 1.7967, 2.9855]]
}

---

17.
{
  "formula": "C2H5BrO4PS",
  "method": "ωB97M-V/def2-TZVPD",
  "charge": -1,
  "gap_ev": 7.919,
  "homo_ev": -4.73,
  "relative_energy_kcal_mol": 5.05,
  "symbols": ["C", "C", "O", "O", "O", "O", "P", "S", "Br", "H", "H", "H", "H", "H"],
  "coordinates": [[1.7316, -0.2822, -1.1246], [1.5007, -0.0305, 0.3407], [-1.6316, -0.0008, -0.4832], [-1.3715, -0.4256, 2.0140], [-1.6598, 1.9971, 1.1496], [0.4886, 0.8929, 0.4323], [-1.1130, 0.6609, 0.9965], [-3.2069, 0.2848, -0.5892], [-3.7445, -1.7398, -0.3520], [1.1516, 0.4796, -1.5869], [2.7935, -0.0247, -1.3459], [1.4385, -1.3450, -1.2204], [2.3444, 0.4787, 0.8108], [1.2784, -0.9454, 0.9585]]
}

---

18.
{
  "formula": "C2H5BrOS",
  "method": "ωB97M-V/def2-TZVPD",
  "gap_ev": 9.194,
  "smiles": "CS[C@H](O)Br",
  "homo_ev": -9.10,
  "relative_energy_kcal_mol": 17.57,
  "symbols": ["C", "S", "C", "O", "Br", "H", "H", "H", "H", "H"],
  "coordinates": [[1.0086, 1.2399, 0.5041], [-0.5608, 0.8053, -0.2837], [-0.4863, -0.9459, -0.4154], [-1.2945, -1.3873, -1.3666], [-1.1402, -1.8192, 1.6885], [0.8390, 2.2684, 0.9241], [1.7957, 1.3223, -0.2830], [1.2321, 0.6799, 1.3709], [0.3808, -1.5103, -0.4236], [-1.7744, -0.6530, -1.7153]]
}

---

19.
{
  "formula": "C2H5BrS",
  "method": "ωB97M-V/def2-TZVPD",
  "gap_ev": 10.025,
  "smiles": "SCCBr",
  "homo_ev": -9.33,
  "relative_energy_kcal_mol": 0.00,
  "symbols": ["S", "C", "C", "Br", "H", "H", "H", "H", "H"],
  "coordinates": [[1.8704, 0.0393, -0.0872], [0.2054, -0.1786, -0.6567], [-0.8310, 0.2089, 0.3549], [-0.9338, 2.2217, 0.5742], [1.9185, -1.0273, 0.7225], [-0.0324, 0.4670, -1.5104], [0.1373, -1.2703, -0.8780], [-1.7870, -0.1835, 0.1822], [-0.5474, -0.2773, 1.2985]]
}

---

20.
{
  "formula": "C2H5BrSe",
  "method": "ωB97M-V/def2-TZVPD",
  "gap_ev": [7.522, 8.338],
  "multiplicity": 3,
  "homo_ev": [-6.83, -9.38],
  "relative_energy_kcal_mol": 0.00,
  "symbols": ["C", "C", "Se", "Br", "H", "H", "H", "H", "H"],
  "coordinates": [[-0.6766, -0.2884, 1.1069], [1.0444, -0.4039, -0.9257], [-0.9808, 1.5096, 1.1745], [1.1639, 1.2822, -1.7133], [-1.3510, -1.0800, 0.6500], [-0.1823, -0.8782, 1.8988], [0.2645, -0.9015, -1.4167], [1.9534, -0.6537, -0.4915], [-1.2355, 1.4138, -0.2829]]
}